21
Properties=species:S:1:pos:R:3 method="wB97M-V/def2-TZVPD" homo_lumo_gap_ha="0.2967 / 0.3064" lumo_energy_ha="-0.13691 / -0.12999" max_force_ev_per_a=6.3 charge=+1
N -0.31 -0.94 -0.76
N -1.25 0.88 -0.10
C 1.90 -1.92 0.13
C 1.23 1.15 -1.10
C -1.33 1.29 1.38
C -1.66 -0.53 -0.48
C 0.52 -1.35 0.36
C 0.06 0.47 -0.54
H -2.07 -1.27 0.35
H -0.86 2.20 1.46
H 2.16 0.74 -1.02
H -0.98 0.57 1.97
H 2.57 -1.10 0.29
H 2.05 -2.73 0.94
H -2.28 -0.39 -1.31
H -2.35 1.67 1.54
H 0.96 1.17 -2.24
H 1.72 -2.46 -0.77
H 1.27 2.08 -0.77
H 0.29 -1.09 1.32
H -1.66 1.55 -0.64